# 1
DFT (wB97M-V/def2-TZVPD) results for a 2-piece molecular cluster, C4H10N2 overall at a distorted geometry.

Atoms and positions in Å:
H -2.04216 -1.80068 -1.50676
N -1.68112 -0.92567 -1.15282
C -2.41211 -0.31092 -0.31562
N -1.89245 0.58418 0.57426
H -3.50015 -0.26299 -0.43983
H -0.88874 0.68725 0.62310
H -2.32884 0.64673 1.48045
C 1.40324 -0.73724 1.17060
C 1.89879 0.29213 0.50414
C 1.61525 0.69364 -0.92385
H 1.56207 -0.81886 2.23808
H 0.96015 -1.59934 0.69178
H 2.60376 0.98605 0.95573
H 2.19910 0.08275 -1.60849
H 0.58263 0.74313 -1.27064
H 1.92059 1.73985 -1.02011

Results
orbital gap: 10.06 eV
HOMO: -8.93 eV
energy: -7288.813 eV
M: 86.1 g mol⁻¹
max |F|: 0.0331 Eh/bohr
SMILES: [H]/N=C/N.C=CC
LUMO energy: 1.13 eV

***

# 2
DFT (wB97M-V/def2-TZVPD) results for a 2-piece molecular cluster, C4H10N2 overall at a distorted geometry.

Atoms and positions in Å:
H -1.28470 -1.42701 -0.40445
N -1.67125 -2.30966 -0.07767
C -0.89816 -2.74874 0.83340
N -1.29088 -3.76571 1.69202
H 0.07230 -2.29473 1.00732
H -2.20634 -4.07051 1.37635
H -0.63056 -4.52954 1.74497
C 1.82929 2.30537 0.34480
C 1.31930 2.58175 -0.85649
C -0.09002 2.31306 -1.34283
H 2.86442 1.98477 0.34242
H 1.27297 2.37174 1.26697
H 2.02862 2.68092 -1.67336
H -0.34029 3.15549 -1.98821
H -0.72644 2.40623 -0.45717
H -0.24828 1.34655 -1.80809

Results
orbital gap: 10.20 eV
HOMO: -9.39 eV
energy: -7288.772 eV
M: 86.1 g mol⁻¹
max |F|: 0.0538 Eh/bohr
SMILES: [H]/N=C/N.C=CC
LUMO energy: 0.81 eV

***

# 3
DFT (wB97M-V/def2-TZVPD) results for the molecule C4H10N2 at a distorted geometry.

Atoms and positions in Å:
C 0.42334 1.64754 -0.23600
C -0.00577 0.43741 0.11554
C 0.92305 -0.81134 0.02898
N 2.30521 -0.44125 -0.10670
C -1.43226 0.15983 0.54515
N -2.29445 -0.65070 -0.34560
H -0.27236 2.50023 -0.14599
H 1.40757 1.76438 -0.64517
H 0.75807 -1.51274 0.86784
H 0.64297 -1.43586 -0.86629
H 2.59631 0.17221 0.66755
H 2.86819 -1.32647 0.00630
H -1.90579 1.13363 0.76010
H -1.36996 -0.41930 1.51174
H -1.89464 -1.60619 -0.43052
H -2.35580 -0.22686 -1.28149

Results
orbital gap: 10.28 eV
HOMO: -9.33 eV
energy: -7289.402 eV
M: 86.1 g mol⁻¹
max |F|: 0.0404 Eh/bohr
SMILES: C=C(CN)CN
LUMO energy: 0.95 eV

***

# 4
DFT (wB97M-V/def2-TZVPD) results for a 2-piece molecular cluster, C4H10N2 overall.

Atoms and positions in Å:
H -4.67092 1.76125 -4.52344
N -4.73068 2.04729 -3.55072
C -3.54855 2.01914 -3.07212
N -3.29308 2.31839 -1.76826
H -2.70082 1.62889 -3.63125
H -4.00881 2.86530 -1.30708
H -2.36221 2.42774 -1.40394
C 1.50962 -1.38612 2.45893
C 2.67908 -1.20865 1.87925
C 3.85045 -2.13731 1.99760
H 0.73722 -0.63359 2.44066
H 1.33080 -2.27020 3.06447
H 2.78354 -0.31970 1.26041
H 3.90431 -2.81826 1.14939
H 3.72779 -2.70186 2.92071
H 4.79224 -1.59232 2.08540

Results
orbital gap: 10.18 eV
HOMO: -9.29 eV
energy: -7289.366 eV
M: 86.1 g mol⁻¹
max |F|: 0.0139 Eh/bohr
SMILES: [H]/N=C/N.C=CC
LUMO energy: 0.89 eV

***

# 5
DFT (wB97M-V/def2-TZVPD) results for the molecule C4H10N2 at a distorted geometry.

Atoms and positions in Å:
N -2.27208 -0.95659 -1.09500
C -1.35702 -0.54523 -0.09493
C -0.16206 -1.16378 0.02908
C 1.05057 -0.43065 0.54588
C 0.99411 1.08886 0.90288
N 0.78821 1.91589 -0.31345
H -1.65852 -1.16090 -1.84478
H -3.25377 -1.00444 -0.91797
H -1.40744 0.33874 0.54309
H -0.15781 -2.24743 0.03462
H 1.52345 -0.94950 1.39804
H 1.85773 -0.57241 -0.21398
H 0.08828 1.04529 1.50449
H 1.93951 1.37941 1.35426
H 1.69621 1.89464 -0.78790
H 0.33064 1.36812 -1.04433

Results
orbital gap: 9.14 eV
HOMO: -8.03 eV
energy: -7288.079 eV
M: 86.1 g mol⁻¹
max |F|: 0.0613 Eh/bohr
SMILES: N/C=C/CCN
LUMO energy: 1.11 eV

***

# 6
DFT (wB97M-V/def2-TZVPD) results for the molecule C4H10N2.

Atoms and positions in Å:
C 0.43314 1.72326 -0.59723
C -0.47221 0.49390 -0.62405
C 0.28356 -0.69274 -0.05409
C -0.63217 -1.76343 0.64983
N -1.43569 -1.16002 1.59484
N 1.71272 1.37287 -1.03546
H 0.47113 2.02468 0.46729
H 0.01298 2.60142 -1.11266
H -1.38244 0.70403 -0.07065
H -0.79736 0.33820 -1.65108
H 0.96315 -0.34418 0.72542
H 0.93122 -1.13808 -0.81371
H 0.01603 -2.58180 1.00651
H -1.26885 -2.18767 -0.15494
H 2.29926 2.21487 -1.04467
H -1.30568 -1.61971 2.49490

Results
orbital gap: 3.37 eV
HOMO: -6.69 eV
energy: -7283.332 eV
M: 86.1 g mol⁻¹
max |F|: 0.0160 Eh/bohr
LUMO energy: -3.31 eV